No. 1
Density functional theory data (ωB97M-V/def2-TZVPD) for a molecular structure, C3H3NOS.

The geometry in XYZ format:
```
9
C3H3NOS | the OMol25 dataset | ωB97M-V/def2-TZVPD
C -2.04423 -1.28471 -0.09907
C -0.80166 -1.36766 -0.09436
C 0.38358 -1.97431 -0.00437
N 0.79090 0.67891 -0.15881
O 1.56585 -1.94938 0.08313
S 2.32225 0.18377 -0.10473
H -3.08896 -1.24143 -0.00076
H 0.50069 0.92486 -1.11932
H 2.29023 -0.01212 1.19627
```

E_tot = -17525.886 eV
frontier orbital gap (alpha / beta) = 7.17 / 7.04 eV
HOMO level (alpha / beta) = -7.4 / -7.6 eV
relative energy (zero: lowest compared OMol25 entry of this formula, charge and spin) = 6.055 eV
net charge = 0

No. 2
Density functional theory data (ωB97M-V/def2-TZVPD) for 2 unconnected molecules or ions with the total composition C3H3NOS.

The geometry in XYZ format:
```
9
C3H3NOS | the OMol25 dataset | ωB97M-V/def2-TZVPD
O -0.36737 1.88084 -1.78579
C -0.09349 1.59912 -0.69898
N 0.40047 1.28362 0.34220
S 0.09463 1.21943 1.98176
H 1.11598 0.38695 2.22200
C 0.03180 -1.43000 -0.99266
C -0.59350 -1.75239 -0.02813
H 0.54544 -1.13523 -1.86011
H -1.13397 -2.05233 0.81972
```

E_tot = -17529.346 eV
frontier orbital gap = 9.69 eV
HOMO level = -9.2 eV
relative energy (zero: lowest compared OMol25 entry of this formula, charge and spin) = 2.595 eV
net charge = 0